# 1
The following is a quantum chemistry calculation of a structure of composition C28H24Cl3CrN2O2S5Se, from OMol25.

```
! wB97M-V def2-TZVPD RIJCOSX def2/J DEFGRID3
* xyz -1 5
Se -0.42675 0.49816 4.16338
Cr -0.77005 1.48863 1.88078
Cl 5.49065 2.37724 -7.30189
Cl 3.02707 3.34209 -2.62920
Cl 1.02812 -0.17888 0.90147
S 0.54549 6.18369 2.55824
S -1.22265 -2.12104 0.65816
S -2.25041 5.87880 3.27814
S 0.94865 3.37905 1.61730
S -2.49244 3.03242 2.50081
O -0.93336 8.14690 3.52366
O 1.03398 -0.52156 -3.28808
N -1.39347 1.50169 -0.21978
N -0.88852 1.50663 -2.35428
C -0.15620 4.59398 2.28878
C 0.11722 -1.33331 -0.02991
C 4.28485 1.94112 -6.12076
C 0.19937 -2.32204 3.67684
C 4.15866 2.70918 -4.97983
C 1.66261 -1.96604 3.57323
C -2.13945 -1.80535 3.98670
C -2.34470 0.76652 -0.89163
C 0.00784 1.62062 -3.49376
C -1.50331 -2.97052 -0.78328
C -0.57929 -2.69604 -1.73811
C -0.80424 -1.36310 3.90757
C 0.38592 -1.72629 -1.30642
C -3.26304 -0.82933 4.19084
C 1.51306 -1.31060 -2.19460
C -0.55282 1.93010 -1.12166
C -1.44991 4.45852 2.62232
C -0.88698 6.98438 3.18620
C -1.45501 -4.10657 3.61286
C -1.79871 -5.56659 3.47716
C -2.03193 0.73609 -2.21657
C 3.19476 2.34908 -4.04587
C 1.30291 0.86207 -3.22471
C 3.48084 0.83815 -6.34479
C -0.14410 -3.66513 3.53111
C -2.44037 -3.15551 3.84463
C 2.53070 0.50204 -5.39231
C 2.37467 1.24520 -4.22780
H 4.78897 3.56944 -4.81132
H -3.17554 0.31891 -0.37540
H 0.64974 -4.38553 3.35115
H 1.64106 1.14088 -2.22238
H -3.47777 -3.47134 3.90872
H -3.16091 -0.29341 5.13542
H 2.29776 -0.78835 -1.64225
H -1.45338 -5.97741 2.52564
H 0.28703 2.57445 -0.89381
H 1.95719 -2.20359 -2.63904
H 1.90815 -0.37065 -5.53581
H -3.25429 -0.04552 3.42707
H -4.22548 -1.34479 4.16680
H 3.60120 0.25045 -7.24356
H 2.24367 -2.51361 4.31962
H -2.32647 -3.66417 -0.84290
H -0.48539 1.21092 -4.37512
H 1.82091 -0.90240 3.73066
H 0.22649 2.67474 -3.67384
H -2.50144 0.26330 -3.05992
H -2.87698 -5.72031 3.53261
H -1.33929 -6.16191 4.26936
H 2.05530 -2.24226 2.59136
H -0.56024 -3.15230 -2.71798
*
```

* ⟨S²⟩: 6.037
* orbital gap (spin up / spin down): 5.301 / 5.442 eV
* E_HOMO (spin up / spin down): -0.127 / -0.132 hartree
* energy above the lowest of the compared OMol25 structures with the same formula, charge and spin: 54.3 kJ/mol
* E_tot: -222016.449 eV

Löwdin population analysis, charges in e, atoms 1 to 6:
1 Se 0.6451
2 Cr -0.1076
3 Cl 0.6573
4 Cl 0.7518
5 Cl 0.7703
6 S 0.9178

---

# 2
The following is a quantum chemistry calculation of a structure of composition C28H24Cl5N5O4SSiZr, from OMol25.

```
! wB97M-V def2-TZVPD RIJCOSX def2/J DEFGRID3
* xyz 0 1
Zr 0.42306 -0.61571 2.69089
Cl 3.71769 -5.49256 4.34316
Cl 3.19334 -2.84382 -0.33981
Cl 1.47486 -3.69711 5.63072
Cl 4.52061 -5.07077 1.36653
Cl -0.99133 -0.45954 4.63025
S -1.38906 1.44534 0.29777
Si 0.98079 0.59377 -1.49291
O 4.38315 -0.62291 4.22832
O 0.81081 1.61876 2.69817
O -0.12792 1.55224 -0.55972
O -1.50581 2.59358 1.12452
N 2.40001 0.27846 3.45230
N -1.25907 0.12294 1.14475
N -6.09569 1.13045 -3.21296
N -1.29186 -1.99348 1.77426
N -2.89239 -1.35359 0.15413
C -1.73693 -3.23897 1.78145
C 0.80118 3.45694 -4.47992
C -3.98214 1.61949 -0.26274
C 4.06082 1.79634 4.22652
C -4.97819 1.24471 -2.42582
C 2.67584 -3.08123 1.32569
C -2.58338 1.10468 -2.16284
C 0.82703 2.82712 -3.24553
C 1.01632 0.69645 -4.33276
C -5.09854 1.54583 -1.06140
C 2.57164 0.84261 -0.58973
C 1.71298 -2.26590 1.89390
C 1.95108 -3.46809 3.97514
C 3.68705 0.32483 3.99576
C 1.33855 -2.49953 3.20918
C -1.87708 -1.10133 0.96232
C 1.93959 1.50275 3.25210
C 3.29488 -4.07936 2.06821
C 0.99472 1.32412 -5.57113
C -3.70320 1.03593 -2.96449
C -2.72316 1.38842 -0.81238
C -2.79386 -3.60686 0.96674
C 0.93400 1.43616 -3.15095
C 2.85866 2.59547 3.71667
C 0.32749 -1.13651 -1.58391
C 2.93650 -4.26976 3.41320
C 0.88595 2.70466 -5.64430
C -3.33401 -2.61218 0.16926
H 2.59409 0.28049 0.34744
H 2.70901 1.90580 -0.37995
H 0.44563 -1.64087 -0.62326
H 2.35566 3.18439 4.48371
H 3.41462 0.49499 -1.18979
H -3.59456 0.82675 -4.02180
H -5.98113 1.14933 -4.21048
H -1.61143 0.96159 -2.60847
H -3.17670 -4.61552 0.95409
H -0.72113 -1.16279 -1.89072
H 0.74889 3.42540 -2.34421
H -6.96022 1.51064 -2.87116
H -6.07888 1.72255 -0.63660
H -4.07695 1.85494 0.78944
H 4.25254 1.93763 5.28908
H -4.16452 -2.82495 -0.49506
H 0.86715 3.19606 -6.60868
H -1.22515 -3.92515 2.44595
H 3.08212 3.26447 2.88556
H 0.90935 -1.71583 -2.30290
H 1.06185 0.73549 -6.47708
H 0.71389 4.53439 -4.53549
H 4.98598 2.01177 3.69468
H 1.09495 -0.38441 -4.29287
*
```

* orbital gap: 7.792 eV
* E_HOMO: -0.297 hartree
* energy above the lowest of the compared OMol25 structures with the same formula, charge and spin: 0.0 kJ/mol
* E_tot: -127676.932 eV

Löwdin population analysis, charges in e, atoms 1 to 6:
1 Zr 1.3936
2 Cl 0.6637
3 Cl 0.6292
4 Cl 0.6454
5 Cl 0.6559
6 Cl -0.0558

---

# 3
The following is a quantum chemistry calculation of a cluster of 17 separate species, C28H24Cl64NS in total in a non-equilibrium geometry, from OMol25.

```
! wB97M-V def2-TZVPD RIJCOSX def2/J DEFGRID3
* xyz 1 1
Cl 5.71473 5.73003 5.78697
Cl -1.13432 12.50454 0.31960
Cl 1.76935 -6.32156 1.10531
Cl 4.34567 -5.48518 2.16752
Cl -3.28862 -3.56460 5.14515
Cl 7.93449 -4.82366 -8.50683
Cl 1.46735 0.03678 6.70374
Cl -1.47230 0.59219 5.36986
Cl -2.25003 2.28053 3.13145
Cl -7.49868 -5.88352 4.52495
Cl -5.84239 -5.71247 6.91091
Cl 0.31526 10.12022 1.16743
Cl -1.16374 6.06095 3.24779
Cl -5.65959 0.85496 3.80665
Cl 4.16071 -6.54061 -0.53748
Cl 3.74924 -2.51159 -1.39025
Cl -7.81080 1.63948 2.01151
Cl 5.70882 -2.75973 0.74618
Cl -8.69673 -5.17405 7.07978
Cl 7.62671 -2.02370 5.17334
Cl 3.50723 1.15832 4.95825
Cl -1.56278 -5.83629 5.71677
Cl 6.20315 -0.57316 3.09135
Cl 5.47877 -3.79607 -5.16572
Cl 1.59106 6.61407 2.49234
Cl 2.20200 8.76098 -0.58137
Cl 8.73387 -3.90923 -5.86289
Cl 7.64946 -6.58680 -6.21001
Cl -6.00966 -3.12814 -6.94989
Cl 10.29701 -5.94572 -7.23219
Cl -5.75501 5.41842 -0.64595
Cl -2.68085 14.86404 1.03122
Cl 5.45099 3.31128 7.38242
Cl 6.19458 5.81973 8.65523
Cl 6.06062 -0.74566 -1.32395
Cl 8.08132 4.46048 6.90644
Cl -1.81836 13.01098 3.10184
Cl 4.07225 -6.05359 -6.34494
Cl -5.23193 -4.81648 -4.71148
Cl -5.27805 3.07052 1.95960
Cl -1.25788 -4.36876 3.22295
Cl -6.93899 -3.29264 5.72470
Cl 4.85568 -6.12988 -3.54391
Cl -3.83815 7.27038 -1.81281
Cl -3.02140 5.50011 0.34696
Cl -3.57811 4.41258 -2.29361
Cl -0.42833 7.61177 -0.10538
Cl 0.52152 1.44719 3.43103
Cl 0.18455 4.35655 1.31312
Cl -5.26707 -5.90345 -7.41010
Cl -3.23811 -3.96148 -6.65031
Cl 3.94506 -0.44766 0.65110
Cl 2.72396 -4.34919 -4.41027
Cl 0.13268 14.69647 1.75347
Cl 6.69033 0.68611 5.66860
Cl 0.96798 4.28026 4.11415
Cl 3.79513 -8.31044 1.74281
Cl -1.50744 -0.49478 2.67124
Cl -5.43029 0.34558 0.95121
Cl -0.16459 10.03053 -1.70083
Cl -0.47257 -3.13879 5.74003
Cl 4.06946 0.76118 7.78526
Cl 2.21192 2.83866 6.94928
Cl 8.90114 0.22330 3.83453
S -3.50331 -5.86133 -1.77587
N 0.54027 -1.00347 -1.17624
C -7.24425 -5.01565 6.06014
C 6.36048 4.83039 7.18276
C -1.56576 -3.71655 -1.57536
C 0.48116 9.13088 -0.30504
C -1.37516 13.76905 1.55156
C -1.06845 0.69052 -0.41967
C -2.10592 -4.92533 -2.59897
C 0.38258 -0.03913 -0.17602
C -2.54807 -0.02191 -4.88925
C 4.86598 -1.61619 -0.32917
C -1.64543 -4.22718 4.95626
C 8.65372 -5.31628 -6.95295
C -4.93673 -4.45234 -6.43049
C -0.62936 -1.17503 -2.16845
C -2.83683 1.46040 -4.21593
C -0.58082 -2.77632 -2.47860
C 7.35541 -0.42184 4.44195
C -6.04467 1.47759 2.18230
C -3.61082 -1.19319 -4.37295
C -0.20039 -0.19279 -3.42624
C 3.51775 -6.66451 1.11957
C -4.04816 5.65045 -1.10136
C 2.81400 1.19875 6.59905
C 4.28261 -5.08213 -4.86618
C -1.17710 0.95633 3.65085
C 0.39491 5.32800 2.79188
C -1.82318 -0.51664 -1.26357
C -0.97640 -0.49452 -4.83234
H 0.96132 -0.36613 -3.63986
H -2.53512 -3.20337 -1.17241
H -2.58378 -4.33530 -3.52062
H -0.93649 -1.60016 -5.21021
H -2.35095 1.61650 -3.16403
H -1.74803 0.96701 0.49432
H 0.53187 -3.14343 -2.24846
H -1.22493 -5.58314 -2.99710
H -0.41495 0.14996 -5.66627
H -2.26046 -1.17242 -0.37631
H -0.76135 -3.06400 -3.61198
H -4.61786 -1.07169 -5.00057
H -4.01562 1.59998 -4.15666
H -2.80092 0.11363 -6.04888
H -3.15745 -2.23765 -4.66516
H -0.78706 1.60618 -1.10135
H 1.43650 -1.53004 -1.10019
H -2.41120 2.33954 -4.90287
H -0.27463 0.96808 -3.15393
H -4.30747 -4.87770 -1.11817
H -2.74749 -0.00746 -1.76779
H -3.91675 -1.08994 -3.24963
H -0.97068 -4.26163 -0.70827
H 1.14820 0.22289 0.70082
*
```

* orbital gap: 7.293 eV
* E_HOMO: -0.410 hartree
* E_tot: -843168.902 eV

Löwdin population analysis, charges in e, atoms 1 to 6:
1 Cl 0.5138
2 Cl 0.4518
3 Cl 0.4958
4 Cl 0.4958
5 Cl 0.4921
6 Cl 0.5154